Molecular formula: C51H88O28
Method: DFT, wB97M-V/def2-TZVPD

The geometry in XYZ format:
```
167
Properties=species:S:1:pos:R:3:forces:R:3
C 9.761316 -1.907058 0.133563 -0.5 0.4 0.2
O 8.368674 -1.632787 0.235444 0.2 0.1 -0.1
C 7.597262 -2.757512 0.586746 -0.2 -0.3 -0.2
C 7.283763 -3.669376 -0.603953 0.5 0.6 -0.1
C 6.818906 -2.900823 -1.834299 -0.6 -0.3 -0.2
C 5.311571 -2.676438 -1.887400 0.3 0.0 -0.2
C 4.889859 -2.034532 -3.206239 -0.1 0.5 0.7
C 3.539672 -1.329498 -3.081940 0.0 -0.3 -0.3
C 2.794641 -1.174888 -4.398153 0.0 0.5 0.0
C 1.372761 -0.644116 -4.227035 0.4 -0.3 -0.5
C 1.340809 0.829698 -3.852177 -0.7 -0.4 0.6
C -0.048405 1.286461 -3.351094 0.6 0.1 -0.4
C -0.019629 2.031834 -2.002231 -1.0 -0.4 -0.1
C -0.388042 1.090432 -0.882366 1.0 -0.3 -0.6
C 0.290526 -0.039591 -0.672844 -0.2 0.4 -0.2
C -0.123138 -0.926240 0.411603 -0.7 0.3 -0.3
O 0.661294 -1.544514 1.070801 0.9 -0.9 0.7
C -1.588530 -0.984612 0.629952 -1.1 -0.6 0.3
C -2.238819 -2.198291 0.978825 -0.1 1.0 0.1
C -1.538861 -3.535968 1.098833 -0.4 0.4 -0.9
C -0.774004 -3.930563 -0.185350 0.1 -0.1 -0.1
C -1.041845 -5.362926 -0.689350 0.4 0.2 0.2
C 0.226421 -6.185012 -0.958329 -0.3 -0.3 -0.3
O 0.484583 -6.359579 -2.347047 0.4 0.3 0.3
C 1.070580 -5.210796 -2.942865 -0.1 -0.1 -0.3
C -3.627413 -2.135212 1.163059 0.1 0.8 -0.2
C -4.332527 -0.935607 1.011803 0.5 0.0 -0.2
C -3.681767 0.247972 0.650328 -0.1 -0.7 0.4
C -2.314173 0.212358 0.453980 0.5 -0.5 0.1
C -1.518601 1.401565 0.020775 0.0 -0.5 0.0
O -1.718116 2.531392 0.389213 -0.6 0.5 -0.3
H 9.928537 -2.952795 -0.100845 0.3 -0.1 -0.2
H 10.251284 -1.652447 1.073539 0.1 -0.1 0.2
H 10.168708 -1.258235 -0.633206 0.1 -0.1 -0.2
H 6.667749 -2.392000 1.011278 -0.1 0.2 0.1
H 8.119690 -3.343070 1.345522 0.0 0.0 0.3
H 8.196093 -4.201149 -0.864171 0.1 -0.3 0.0
H 6.523548 -4.386832 -0.307868 0.0 -0.3 0.1
H 7.310791 -1.935798 -1.909022 0.2 0.1 0.1
H 7.090484 -3.460035 -2.729044 0.1 -0.1 -0.1
H 5.016048 -2.024497 -1.065491 -0.1 0.1 0.2
H 4.790849 -3.625431 -1.769155 -0.1 -0.1 0.1
H 5.627211 -1.262454 -3.419200 0.2 0.0 -0.4
H 4.895338 -2.757594 -4.016809 0.0 -0.2 -0.1
H 3.729829 -0.348508 -2.654625 -0.1 0.1 0.2
H 2.898546 -1.870691 -2.381090 0.0 -0.1 0.1
H 3.328304 -0.461605 -5.030212 0.2 0.0 -0.1
H 2.790397 -2.113206 -4.947031 -0.1 -0.3 0.0
H 0.859898 -0.800739 -5.174504 -0.3 0.1 -0.1
H 0.851909 -1.260149 -3.493268 -0.1 0.0 0.2
H 1.652006 1.424085 -4.704149 0.2 0.2 -0.1
H 2.033982 0.982008 -3.030092 0.4 0.2 0.0
H -0.677574 0.406928 -3.269318 -0.3 -0.1 0.1
H -0.512615 1.916998 -4.103632 -0.1 0.2 -0.1
H -0.792216 2.791441 -2.047718 0.2 0.4 0.2
H 0.948589 2.478322 -1.815686 0.1 0.3 0.0
H 1.139397 -0.339790 -1.267066 0.3 0.1 0.0
H -2.334684 -4.265279 1.212089 0.0 -0.2 0.4
H -0.887951 -3.536423 1.961997 0.1 -0.1 0.2
H -1.009063 -3.221136 -0.976235 -0.1 0.1 -0.1
H 0.290323 -3.829675 -0.026093 0.3 0.1 0.2
H -1.641139 -5.894729 0.044676 -0.2 -0.1 0.0
H -1.596678 -5.329845 -1.622012 -0.3 -0.1 -0.1
H 1.100178 -5.741631 -0.484399 0.1 0.1 0.1
H 0.119748 -7.187208 -0.550537 -0.1 -0.2 0.0
H 1.953635 -5.514604 -3.498627 0.1 -0.1 -0.1
H 1.370166 -4.473133 -2.203222 0.1 0.1 0.2
H 0.369479 -4.738968 -3.631737 -0.1 0.1 -0.1
H -4.170471 -3.035557 1.406138 0.0 -0.1 0.1
H -5.404132 -0.909860 1.137012 -0.1 -0.1 0.1
H -4.246894 1.154878 0.529664 0.0 0.2 -0.1
C -4.913448 3.925577 1.398267 0.3 0.1 -0.1
O -6.323229 3.710330 1.277605 0.0 -0.2 0.0
C -7.036212 4.822198 1.109625 0.0 0.0 0.0
O -6.599266 5.941222 1.052775 0.0 0.0 0.0
O -8.321384 4.480017 1.013777 0.0 0.0 0.0
C -9.210996 5.584753 0.829768 -0.2 0.1 0.0
H -4.429689 2.963141 1.518258 -0.2 -0.1 0.1
H -4.520165 4.383088 0.491941 0.0 0.2 0.1
H -4.692816 4.541952 2.266388 0.0 0.1 0.0
H -8.983195 6.113178 -0.093665 0.1 0.0 0.0
H -9.155800 6.268742 1.673825 0.1 0.0 0.0
H -10.212552 5.169401 0.770320 0.0 -0.1 0.0
C 13.574635 0.137511 -2.316080 0.0 0.2 0.0
O 13.148864 -1.205849 -2.073179 -0.1 0.0 0.0
C 13.873336 -2.133716 -2.694944 0.0 0.0 0.0
O 14.815993 -1.931119 -3.413580 0.0 0.0 0.0
O 13.372022 -3.329534 -2.382962 0.0 0.0 0.0
C 14.060196 -4.427253 -2.986341 0.0 -0.2 0.0
H 12.904385 0.780841 -1.753772 -0.1 -0.1 0.1
H 14.593165 0.288002 -1.965221 0.0 0.0 -0.1
H 13.501394 0.379015 -3.374604 0.1 -0.1 0.0
H 15.099097 -4.453064 -2.664100 0.0 0.1 -0.1
H 14.008745 -4.363150 -4.071335 0.1 0.1 0.0
H 13.551546 -5.325565 -2.649383 -0.1 0.1 0.1
C -2.025298 -7.851612 -3.476249 0.1 0.0 0.2
O -3.048452 -6.936885 -3.895215 0.0 0.0 0.0
C -3.944212 -7.450413 -4.732882 0.0 0.0 0.0
O -3.962192 -8.578795 -5.149886 0.0 0.0 0.0
O -4.826995 -6.495629 -5.035707 0.0 0.0 0.0
C -5.854431 -6.913814 -5.935652 -0.1 0.1 -0.1
H -1.370332 -7.290966 -2.809472 -0.2 -0.1 -0.3
H -2.467282 -8.700447 -2.955386 0.0 0.0 -0.1
H -1.451041 -8.200761 -4.332387 -0.1 0.0 0.0
H -6.437978 -7.724140 -5.503249 0.1 -0.1 0.0
H -5.428288 -7.229142 -6.885969 0.0 -0.1 0.0
H -6.491788 -6.048370 -6.091259 0.1 0.0 0.1
C -14.447423 8.855967 3.172111 -0.1 0.3 0.0
O -14.585331 7.531803 3.695441 0.0 0.0 0.0
C -13.732908 6.647135 3.183265 0.0 0.0 0.0
O -12.895497 6.873779 2.349517 0.0 0.0 0.0
O -13.965702 5.465647 3.753788 0.0 0.0 0.0
C -13.113589 4.413806 3.294843 0.0 -0.2 0.0
H -15.192996 9.465773 3.674167 0.0 -0.1 0.1
H -13.458239 9.254387 3.387284 0.0 -0.1 -0.1
H -14.629898 8.871271 2.099647 0.1 -0.1 0.0
H -12.071602 4.640752 3.512035 0.0 0.0 -0.1
H -13.245353 4.251502 2.226872 0.0 0.1 0.0
H -13.412980 3.522790 3.838158 -0.1 0.0 0.0
C 6.901358 -7.415293 -3.287414 0.2 0.1 -0.1
O 6.006450 -8.524394 -3.194057 0.0 0.0 0.0
C 4.814334 -8.225704 -2.680075 0.0 0.0 -0.1
O 4.459079 -7.135371 -2.310332 0.0 0.0 0.0
O 4.085248 -9.337800 -2.654400 0.0 0.0 0.0
C 2.767183 -9.166193 -2.125452 -0.2 0.0 0.0
H 7.819670 -7.802700 -3.718489 0.0 -0.1 0.0
H 6.490668 -6.643452 -3.935598 0.0 0.0 0.1
H 7.105719 -7.003839 -2.301740 -0.1 0.1 0.0
H 2.200817 -8.454833 -2.723827 0.0 0.1 0.1
H 2.808954 -8.829619 -1.091062 0.0 0.1 0.0
H 2.286573 -10.139201 -2.166999 0.1 -0.1 -0.1
C 16.578968 4.462892 0.973988 0.2 0.0 0.0
O 15.520808 3.527711 0.750779 0.0 0.0 0.0
C 14.332366 3.929992 1.199309 0.0 0.0 0.0
O 14.101557 4.973565 1.750154 0.0 0.0 0.0
O 13.442969 2.974599 0.930101 0.0 0.0 0.0
C 12.111568 3.273252 1.358825 -0.2 -0.1 0.0
H 17.475557 4.008796 0.563115 -0.1 -0.1 0.0
H 16.376340 5.401066 0.461570 -0.1 0.0 0.1
H 16.714527 4.641719 2.038578 -0.1 0.1 0.0
H 11.738589 4.165499 0.860256 0.0 0.1 0.1
H 12.076427 3.405660 2.438026 0.0 0.1 0.0
H 11.503988 2.418000 1.077781 0.1 0.0 0.0
C -1.169435 2.342110 3.338166 0.2 -0.1 -0.1
O -2.320835 2.856796 4.013286 0.0 0.0 0.0
C -2.468449 2.416383 5.260453 -0.1 0.0 -0.1
O -1.735278 1.657805 5.838068 0.0 0.0 0.0
O -3.577757 2.962096 5.763920 0.0 0.0 0.0
C -3.862640 2.573486 7.108375 -0.1 0.0 0.1
H -1.186365 2.760140 2.341314 -0.1 0.1 0.2
H -0.251933 2.636636 3.845516 -0.1 -0.1 0.1
H -1.225953 1.254959 3.271186 0.0 0.0 0.1
H -3.058964 2.878985 7.775392 0.0 -0.1 0.0
H -4.011280 1.497432 7.174226 0.1 0.0 0.0
H -4.779673 3.085835 7.383980 0.0 0.0 -0.1
C -17.709460 13.808069 7.044802 -0.1 0.2 0.0
O -17.837479 12.486193 7.573269 0.0 0.0 0.0
C -16.983417 11.605064 7.056257 0.0 0.0 0.0
O -16.154220 11.836650 6.214647 0.0 0.0 0.0
O -17.206122 10.423029 7.627195 0.0 0.0 0.0
C -16.345372 9.382075 7.161267 0.1 -0.2 0.0
H -18.458080 14.409839 7.551061 0.0 -0.1 0.0
H -16.718811 14.208924 7.249171 0.0 0.0 -0.1
H -17.899619 13.813293 5.973491 0.1 0.0 0.0
H -15.305057 9.615946 7.378557 0.0 0.1 -0.1
H -16.477726 9.224845 6.092756 0.1 0.0 0.0
H -16.628683 8.480345 7.695305 -0.1 0.1 0.1
```
Positions in Å, forces in eV/Å.

Summary:
* gap between HOMO and LUMO: 8.6556 eV
* charge: 0
* E_tot: -111643.01031 eV